Formula: C7H13ClCu2NO6
Source: OMol25
Level of theory: ωB97M-V/def2-TZVPD

```
30
Properties=species:S:1:pos:R:3:mulliken_charge:R:1
Cu 0.94593 -0.99507 -0.76129 0.64
Cu 3.11163 -2.13687 -2.33282 0.51
Cl 1.66095 -3.86779 -0.51402 -0.80
O 3.09126 0.11235 -1.23633 -0.86
C 2.42629 0.87343 -2.25970 -0.39
C 1.78226 0.18341 -3.57359 -0.48
O 1.15490 -1.12559 -3.38354 -0.77
H 2.97500 1.76678 -2.55792 0.40
H 1.59780 1.31036 -1.70221 0.05
H 2.61724 0.16468 -4.27398 0.24
H 1.10919 0.88632 -4.06451 0.33
C -1.69681 -3.26477 0.73690 -0.75
N -1.93012 -2.13808 -0.21733 0.82
O -2.67202 -1.25673 0.18551 -0.89
O -1.29595 -2.16455 -1.27864 -0.74
H -0.99674 -2.90580 1.49131 0.18
H -1.26974 -4.08576 0.16098 0.20
H -2.66935 -3.49882 1.16989 0.28
O 0.00263 -0.51264 1.21573 -0.43
C -0.30915 0.58923 1.69525 0.35
O 0.65372 1.39406 1.96307 -0.27
C 0.07920 2.62442 2.43559 -0.52
C -1.35653 2.64090 1.90655 -0.60
C -1.70523 1.16783 2.04556 -0.37
H 0.47223 3.46215 1.85953 0.31
H 0.05544 2.81309 3.50888 0.33
H -1.48698 3.03383 0.89824 0.32
H -1.92866 3.28098 2.57815 0.32
H -2.39673 0.82659 1.27518 0.25
H -2.02169 0.82202 3.02962 0.32
```

Summary:
**Multiplicity**: 2
**HOMO level (alpha / beta)**: 2.35 / -0.59 eV
**Orbital gap (alpha / beta)**: 0.08316 / 0.19022 Eh
**Total charge**: -2
**<S²>**: 0.75
**E**: -4521.63004 Eh



Formula: C13H42O13
Source: OMol25
Level of theory: ωB97M-V/def2-TZVPD

```
68
Properties=species:S:1:pos:R:3:mulliken_charge:R:1
C 2.00525 2.16396 0.72283 -0.28
C 0.77510 2.84451 -0.00316 2.63
O 0.60838 4.13929 0.58300 -0.60
O 3.20530 2.70200 0.20503 -0.89
H 2.11350 1.08042 0.67460 -0.14
H 1.86446 2.40759 1.77588 0.33
H -0.13064 2.24762 0.10388 -3.01
H 0.95362 2.97513 -1.07049 0.53
H 1.40285 4.63542 0.37259 0.41
H 3.20549 2.55346 -0.74342 0.75
C -1.55196 0.99112 -2.50773 -0.76
C -2.70585 0.19730 -1.83975 -0.78
O -2.28685 -0.81985 -0.86916 -0.59
O -0.87492 1.84513 -1.53902 -0.59
H -2.06614 1.58287 -3.26506 0.47
H -0.86702 0.32162 -3.02805 0.20
H -3.26140 -0.25361 -2.66203 0.48
H -3.39042 0.87033 -1.32354 0.20
H -2.02049 -0.43046 -0.03307 -0.09
H -0.30970 1.22749 -1.06928 0.31
C 2.65613 -2.81601 -0.63789 -0.40
C 1.84454 -1.91541 0.26604 0.33
O 1.99906 -0.54824 -0.12922 -1.31
O 4.00157 -2.48598 -0.67080 -0.60
H 2.22660 -2.86611 -1.63843 0.23
H 2.64708 -3.77490 -0.11967 0.30
H 2.14111 -2.00238 1.31131 0.31
H 0.78646 -2.17686 0.25180 -1.07
H 2.94464 -0.39207 -0.07355 0.76
H 4.18329 -1.98999 -1.47239 0.39
C -1.53593 3.17254 1.30184 -0.70
C -1.43402 1.99541 2.28538 -1.02
O -2.63181 1.30182 2.41356 -0.53
O -2.73686 3.88643 1.67083 -0.62
H -1.50740 2.83854 0.26466 0.64
H -0.67841 3.78585 1.57865 0.45
H -1.26007 2.38459 3.28856 0.74
H -0.64243 1.24625 2.26878 0.63
H -2.80338 1.20534 3.35315 0.43
H -2.61611 4.18311 2.57582 0.35
C 0.10095 -4.91488 0.39463 -0.70
C -0.85159 -3.67512 0.21664 0.35
O -1.12790 -3.45116 -1.13728 -0.66
O 1.51126 -4.61112 0.31346 -0.49
H -0.09975 -5.69850 -0.33596 0.38
H -0.14389 -5.39909 1.33999 0.28
H -0.33740 -2.83503 0.68350 0.62
H -1.75612 -3.81232 0.80916 0.28
H -1.52139 -2.57607 -1.16846 0.52
H 1.93296 -5.37224 -0.09208 0.35
C -3.56298 -0.84874 1.26948 -1.12
O -2.55214 0.12016 0.97267 -0.67
H -4.46995 -0.37189 0.89785 0.29
H -3.36162 -1.82291 0.82389 0.24
H -3.57981 -1.02341 2.34527 0.36
H -2.58929 0.91671 1.50721 0.59
C 2.59022 0.98767 -2.19351 -0.57
O 3.23907 2.12122 -1.74733 -0.51
H 1.55483 1.23181 -2.43114 0.15
H 3.11590 0.54381 -3.03894 0.58
H 2.58403 0.19827 -1.44190 0.15
H 4.13965 1.89874 -1.50027 0.42
C -0.07528 0.01679 0.40099 -0.86
O 0.40474 0.44172 -0.86033 0.07
H -0.30392 -1.04891 0.41192 -0.62
H 0.62211 0.05663 1.23775 1.08
H -1.01469 0.52070 0.62826 0.78
H 1.29936 0.09392 -0.87794 0.80
```

Summary:
**Energy above the lowest of the compared OMol25 structures with the same formula, charge and spin**: 18.264 eV
**HOMO level**: -8.41 eV
**Orbital gap**: 0.31482 Eh
**E**: -1497.82067 Eh



Formula: C23H22KNO5S3Si
Source: OMol25
Level of theory: ωB97M-V/def2-TZVPD

```
56
Properties=species:S:1:pos:R:3:mulliken_charge:R:1
K -0.02877 -0.32175 -0.33618 0.93
O -0.55279 1.50580 -2.33469 -0.57
C -1.43589 1.31380 -3.14888 -0.36
C -2.64300 0.51626 -3.01570 0.68
C -3.40418 0.39780 -4.17992 -0.34
C -4.56466 -0.35551 -4.19283 -0.23
C -4.99832 -1.01538 -3.03193 -0.36
C -4.28514 -0.90536 -1.88050 -0.52
C -3.07092 -0.12566 -1.77819 0.34
O -2.45224 -0.00802 -0.70862 -0.84
N -5.33417 -0.45525 -5.39018 0.98
O -6.37204 -1.11792 -5.37834 -0.67
O -4.95095 0.14102 -6.39774 -0.68
H -1.35763 1.78336 -4.15549 0.20
H -3.08230 0.89378 -5.08544 0.38
H -5.90083 -1.60822 -3.06973 0.44
H -4.60575 -1.40574 -0.97552 0.42
O 1.26990 -2.22172 -1.03277 -1.22
C 1.51879 -3.31357 -0.28988 2.13
C 2.47372 -2.96162 0.85640 0.15
C 2.91012 -3.65918 1.95117 -0.55
C 3.80546 -2.92586 2.75898 -0.72
C 4.04474 -1.68149 2.25811 -0.44
S 3.18419 -1.40661 0.81778 -0.21
C 2.14678 -4.42521 -1.13751 -0.53
C 1.51947 -5.11229 -2.14004 -0.47
C 2.38422 -5.98084 -2.84316 -0.63
C 3.66352 -5.93825 -2.36711 -0.42
S 3.80427 -4.84280 -1.06223 -0.12
C 0.22765 -3.88756 0.33117 0.50
C -1.00539 -3.31068 0.35568 -0.66
C -1.98203 -4.10123 1.01578 -0.43
C -1.48638 -5.28020 1.47281 -0.58
S 0.17852 -5.42170 1.11664 -0.14
H 2.57522 -4.65978 2.17908 0.46
H 4.23035 -3.29304 3.68317 0.33
H 4.65290 -0.90871 2.69783 0.44
H 0.46945 -4.96622 -2.34624 0.49
H 2.07957 -6.61262 -3.66603 0.36
H 4.50522 -6.50882 -2.72453 0.40
H -1.27073 -2.35863 -0.06940 -0.01
H -3.00770 -3.79186 1.15157 0.37
H -2.02136 -6.04379 2.01266 0.42
C -0.08693 -2.39951 4.12142 -0.97
Si -0.21631 -0.57017 3.43147 0.35
C -1.84313 -0.09573 4.42272 -1.35
C 1.03458 0.29469 4.67643 -1.26
H 0.07660 -2.37447 5.20426 0.40
H 0.69477 -3.00198 3.65673 0.07
H -1.03653 -2.90710 3.92644 0.26
H -1.75826 -0.40803 5.46952 0.36
H -2.72160 -0.58016 3.98919 0.25
H -2.02766 0.98105 4.39995 0.31
H 0.82263 0.00069 5.70951 0.32
H 0.97259 1.38337 4.60394 0.30
H 2.06616 0.01275 4.44408 0.25
```

Summary:
**Energy above the lowest of the compared OMol25 structures with the same formula, charge and spin**: 0.000 eV
**HOMO level**: -0.27 eV
**Orbital gap**: 0.15932 Eh
**Total charge**: -2
**E**: -3404.54717 Eh



Formula: C7H17N
Source: OMol25
Level of theory: ωB97M-V/def2-TZVPD

```
25
Properties=species:S:1:pos:R:3:mulliken_charge:R:1
C -0.57740 -1.54466 0.55071 -0.21
C -1.03863 -2.42172 1.76472 -1.29
C 0.03373 -0.22471 1.07644 -0.91
N -0.09406 1.03939 0.35273 0.06
C 1.14353 1.72848 -0.18524 -0.60
C 2.35027 0.85765 -0.46436 -1.00
C -1.15265 1.13692 -0.66500 -1.01
C -0.93592 0.43974 -2.00153 -0.92
H 0.14237 -2.07421 -0.06360 0.30
H -1.47256 -1.28611 -0.01062 0.39
H -0.11721 -2.68745 2.30265 0.34
H -1.30847 -1.67038 2.52036 0.31
H -1.74221 -3.18412 1.46923 0.37
H -0.31274 0.03931 2.09648 0.30
H 1.05147 -0.58716 1.27771 0.35
H 1.27366 2.58109 0.48211 0.45
H 0.84975 2.31067 -1.06715 0.36
H 2.34509 -0.04938 0.15331 0.24
H 2.41919 0.52679 -1.49049 0.28
H 3.24399 1.28162 0.01025 0.34
H -2.06270 0.84364 -0.11514 0.47
H -1.29710 2.19075 -0.88861 0.48
H -0.81236 -0.64249 -1.94062 0.23
H -0.08294 0.80671 -2.56620 0.31
H -1.84610 0.58964 -2.59814 0.36
```

Summary:
**Energy above the lowest of the compared OMol25 structures with the same formula, charge and spin**: 2.204 eV
**HOMO level**: -7.94 eV
**Orbital gap**: 0.33329 Eh
**SMILES**: CCCN(CC)CC
**E**: -331.58991 Eh



Formula: C21H45IrN2P3S2
Source: OMol25
Level of theory: ωB97M-V/def2-TZVPD

```
74
Properties=species:S:1:pos:R:3:mulliken_charge:R:1
Ir -0.02967 0.85480 0.07832 0.41
P 1.74628 1.97451 0.96917 1.41
P -1.44506 0.84446 1.80787 0.63
P -1.14562 2.45264 -1.17426 0.82
H 0.41965 -2.77236 -6.07394 0.36
C 0.51353 -1.66762 -6.24466 -0.22
C 1.64984 -0.93940 -6.17534 -0.17
H 2.39362 -0.93717 -5.37243 0.34
C 3.12846 1.01080 1.70078 -1.53
C 1.31436 3.21774 2.23409 -1.35
C 2.61439 2.90205 -0.34988 -1.48
C -2.68127 -0.43208 1.37665 -0.99
C -0.93666 0.40290 3.51778 -0.92
C -2.29315 2.42963 2.16550 -1.36
C -0.79878 2.85534 -2.93185 -1.41
C -0.89551 4.14257 -0.45305 -1.22
C -2.96125 2.08965 -1.24668 -1.31
H -0.41291 -1.17739 -6.58524 0.33
H 1.96042 -0.32085 -7.04987 0.33
H 3.01211 -0.05989 1.51742 0.37
H 3.21006 1.20617 2.77518 0.42
H 4.06079 1.34128 1.22789 0.50
H 0.85271 2.75825 3.11743 0.29
H 0.63291 3.97539 1.82605 0.29
H 2.23354 3.72680 2.55165 0.53
H 3.09245 2.20271 -1.04928 0.36
H 3.39629 3.50504 0.12982 0.52
H 1.93735 3.55992 -0.90634 0.28
H -3.45125 -0.50780 2.16132 0.45
H -2.18654 -1.40579 1.26209 0.16
H -3.15344 -0.19289 0.41651 0.29
H -1.72615 0.63700 4.24781 0.63
H -0.03749 0.94592 3.82263 0.24
H -0.70382 -0.66161 3.60833 -0.05
H -2.98978 2.27779 3.00171 0.56
H -2.84370 2.82495 1.30733 0.24
H -1.56392 3.18984 2.47971 0.36
H -1.43126 3.71036 -3.23552 0.53
H -1.06604 1.99274 -3.56352 0.28
H 0.25259 3.16307 -3.04849 0.36
H -1.42324 4.87982 -1.06220 0.54
H 0.16042 4.42380 -0.48119 0.35
H -1.25140 4.26479 0.57277 0.30
H -3.39509 2.70089 -2.04753 0.50
H -3.55467 2.27593 -0.34248 0.40
H -3.10250 1.03769 -1.52644 0.26
C 0.45426 -1.27527 -2.79211 0.14
C -0.94790 -1.30476 -2.85710 0.18
C -1.57300 -2.38880 -3.48439 -0.77
C -0.94200 -3.62748 -3.63488 -0.58
C 0.39520 -3.68405 -3.27955 -0.75
C 1.08765 -2.50827 -2.97119 -0.33
S 1.43182 0.19035 -2.34870 0.10
H 1.63268 0.91292 -3.59502 0.09
H -1.56994 -0.50479 -2.44707 0.01
H -2.57768 -2.24946 -3.85337 0.50
H -1.41506 -4.55986 -3.99219 0.45
H 0.89811 -4.64604 -3.34049 0.46
H 2.15591 -2.57886 -2.88617 0.49
S 0.59400 -1.54743 0.57251 -0.12
C 0.62383 -2.30249 2.16259 -0.14
N 1.31923 -1.85010 3.21043 0.03
C 1.18210 -2.39255 4.56828 -0.52
C 1.03087 -3.89201 4.48114 -0.65
C -0.09575 -4.25024 3.54407 -0.61
N -0.02194 -3.48208 2.30897 -0.04
H 1.77675 -0.93239 3.08272 0.00
H 0.28746 -1.96078 5.04157 0.30
H 2.05270 -2.09797 5.15887 0.44
H 0.84130 -4.30675 5.48075 0.37
H 1.96474 -4.31411 4.10688 0.31
H -1.06254 -4.06636 4.02958 0.32
H -0.05650 -5.29998 3.26674 0.38
H -0.56794 -3.78274 1.51150 0.27
```

Summary:
**Energy above the lowest of the compared OMol25 structures with the same formula, charge and spin**: 1.466 eV
**Multiplicity**: 5
**HOMO level (alpha / beta)**: -13.77 / -16.85 eV
**Orbital gap (alpha / beta)**: 0.13744 / 0.17471 Eh
**Total charge**: +3
**<S²>**: 6.02
**E**: -2860.39965 Eh



Formula: C2H7N2O2
Source: OMol25
Level of theory: ωB97M-V/def2-TZVPD

```
13
Properties=species:S:1:pos:R:3:mulliken_charge:R:1
C -1.19530 -1.25528 -1.02586 0.16
C 0.69147 1.05914 0.27081 0.31
N -0.92512 -0.28778 -0.25728 -0.49
N 0.46350 1.07822 1.61267 -0.33
O -0.49966 -1.45772 -2.04479 -0.38
O 1.63914 0.29702 -0.15917 -0.43
H -1.91554 -2.05659 -1.07985 0.38
H 0.34179 1.77378 -0.40982 0.44
H -1.56086 -0.04992 0.54658 0.22
H 0.22008 -0.77635 -2.02232 0.33
H 0.96954 0.37472 2.10320 0.19
H -0.12029 1.78759 1.98131 0.24
H 1.89125 -0.48682 0.48453 0.37
```

Summary:
**Energy above the lowest of the compared OMol25 structures with the same formula, charge and spin**: 2.131 eV
**HOMO level**: -15.10 eV
**Orbital gap**: 0.41191 Eh
**Total charge**: +1
**E**: -340.10178 Eh



Formula: C3HNO3S
Source: OMol25
Level of theory: ωB97M-V/def2-TZVPD

```
9
Properties=species:S:1:pos:R:3:mulliken_charge:R:1
C 2.35749 -1.72977 -0.25207 0.03
C 0.84262 0.10715 -1.16001 -0.44
C -1.63082 0.95795 0.07437 0.53
N -1.75023 1.55731 1.21739 -0.79
O 3.10065 -0.93743 0.14661 -0.25
O 2.25849 -2.91190 -0.44566 -0.37
O -2.40827 1.06418 -0.91238 -0.75
S -0.19367 -0.36132 0.08606 -0.15
H -2.57627 2.25384 1.24570 0.19
```

Summary:
**Energy above the lowest of the compared OMol25 structures with the same formula, charge and spin**: 4.111 eV
**HOMO level (alpha / beta)**: 1.65 / 1.66 eV
**Orbital gap (alpha / beta)**: 0.17776 / 0.17769 Eh
**Total charge**: -2
**E**: -793.42366 Eh



Formula: C11H16ClO2V2
Source: OMol25
Level of theory: ωB97M-V/def2-TZVPD

```
32
Properties=species:S:1:pos:R:3:mulliken_charge:R:1
V 0.57719 -0.32141 -4.44312 0.69
Cl 1.01774 0.48147 -2.20691 -0.38
C -0.95095 -0.24485 -5.93531 -1.08
C 2.33138 -1.00348 -5.41429 -1.03
H -0.73232 -0.92514 -6.77642 0.31
H -1.91946 -0.55088 -5.49735 0.34
H -1.05434 0.76920 -6.35467 0.33
H 2.11596 -1.59318 -6.32125 0.32
H 2.87981 -1.64432 -4.69448 0.32
H 2.95992 -0.14281 -5.70311 0.30
V -0.37787 0.07855 -0.33621 0.66
C -2.01107 0.90497 -1.19598 -1.17
C -0.64984 -1.66475 -0.41823 -0.85
H -2.25115 0.53205 -2.20006 0.32
H -2.88247 0.83451 -0.52584 0.32
H -1.73991 1.97122 -1.28219 0.29
H 0.11562 -2.41871 -0.14006 0.28
H -1.59411 -2.04020 -0.87644 0.23
O -1.29974 0.48178 1.54007 -0.71
C -0.09892 0.52373 2.02830 1.15
O 0.89684 0.47524 1.16284 -0.75
C 0.16261 0.55993 3.47615 0.34
C 1.23764 -0.18121 3.96391 -0.40
C 1.43278 -0.28566 5.34002 -0.49
C 0.58306 0.41118 6.20979 -0.34
C -0.44963 1.22264 5.71085 -0.50
C -0.66022 1.30384 4.33382 -0.36
H 1.91368 -0.66781 3.25141 0.38
H 2.23967 -0.92112 5.72554 0.36
H 0.74417 0.34585 7.28797 0.36
H -1.10002 1.77678 6.38983 0.36
H -1.43603 1.93257 3.90141 0.39
```

Summary:
**Multiplicity**: 4
**HOMO level (alpha / beta)**: -8.07 / -7.94 eV
**Orbital gap (alpha / beta)**: 0.23249 / 0.25027 Eh
**<S²>**: 3.98
**E**: -2927.28641 Eh